Here is a cluster of 13 separate species, C58H76Cl6O29 in total at a distorted geometry from the Open Molecules 2025 dataset. Energies are from ωB97M-V/def2-TZVPD.

Frontier orbital gap = 7.556 eV
M = 1449.9 Da
LUMO level = -1.85 eV
E_tot = -195885.184 eV
HOMO level = -9.401 eV

Structure (ORCA input):
```
! RIJCOSX wB97M-V def2-TZVPD def2/J DEFGRID3
* xyz 0 1
C 1.08 0.18 0.87
C 0.36 -0.94 0.95
C -0.80 -1.18 0.03
O -1.49 -2.17 0.17
C -1.09 -0.14 -0.96
C -0.39 1.01 -0.98
C 0.75 1.27 -0.04
O 1.41 2.29 -0.10
O -0.51 1.97 -1.90
O 0.72 -1.95 1.74
H 1.99 0.29 1.46
H -1.86 -0.31 -1.70
H 0.20 2.61 -1.77
H -0.08 -2.49 1.91
C 2.32 8.43 -1.92
C 3.30 7.63 -1.49
C 3.07 6.16 -1.19
O 3.98 5.43 -0.88
C 1.69 5.69 -1.38
C 0.75 6.47 -1.92
C 0.98 7.92 -2.20
O 0.10 8.64 -2.63
O -0.48 6.02 -2.16
O 4.55 8.02 -1.25
H 2.54 9.47 -2.11
H 1.41 4.68 -1.10
H -1.13 6.73 -2.17
H 5.06 7.22 -1.02
C -1.62 -1.05 -5.18
C -1.96 0.22 -4.98
C -1.86 1.27 -6.04
O -2.11 2.44 -5.78
C -1.35 0.84 -7.34
C -0.84 -0.39 -7.49
C -0.92 -1.44 -6.41
O -0.42 -2.53 -6.54
O -0.18 -0.78 -8.58
O -2.65 0.61 -3.89
H -1.81 -1.80 -4.42
H -1.21 1.61 -8.08
H 0.08 -1.70 -8.44
H -2.78 1.57 -3.97
C 2.61 -2.33 -5.72
C 2.43 -1.07 -6.12
C 1.87 0.00 -5.22
O 1.74 1.14 -5.63
C 1.46 -0.43 -3.90
C 1.62 -1.70 -3.49
C 2.29 -2.74 -4.35
O 2.49 -3.85 -3.91
O 1.23 -2.12 -2.30
O 2.73 -0.69 -7.37
H 2.97 -3.05 -6.43
H 0.96 0.21 -3.19
H 1.50 -3.05 -2.15
H 2.67 0.28 -7.41
C 1.17 6.35 -6.34
C 2.49 6.34 -6.14
C 3.17 5.34 -5.25
O 4.38 5.34 -5.15
C 2.30 4.41 -4.55
C 0.97 4.42 -4.72
C 0.30 5.41 -5.63
O -0.91 5.48 -5.68
O 0.15 3.52 -4.18
O 3.31 7.19 -6.76
H 0.69 7.02 -7.04
H 2.74 3.66 -3.90
H -0.73 3.65 -4.57
H 4.22 7.02 -6.45
C -1.90 -5.54 5.83
C -1.52 -4.63 6.72
C -1.08 -3.24 6.34
O -0.78 -2.43 7.19
C -1.02 -2.97 4.91
C -1.38 -3.89 4.01
C -1.81 -5.27 4.40
O -2.04 -6.09 3.53
O -1.37 -3.65 2.70
O -1.60 -4.84 8.04
H -2.32 -6.48 6.19
H -0.63 -2.02 4.56
H -1.62 -4.46 2.20
H -1.41 -4.01 8.49
C 1.52 1.78 5.52
Cl 0.60 0.44 6.17
Cl 1.57 1.70 3.74
Cl 3.19 1.81 6.11
H 1.04 2.73 5.75
C 4.88 2.32 0.55
Cl 4.52 1.00 -0.56
Cl 6.53 2.92 0.35
Cl 4.62 1.80 2.23
H 4.24 3.18 0.39
C 3.69 -2.26 -0.01
C 4.11 -2.52 1.43
O 5.31 -3.24 1.46
C 5.78 -3.45 2.80
C 5.42 -4.84 3.31
H 3.55 -3.20 -0.56
H 2.75 -1.72 -0.04
H 4.39 -1.70 -0.63
H 4.17 -1.57 1.97
H 3.25 -3.04 1.88
H 6.85 -3.24 2.77
H 5.36 -2.69 3.46
H 5.27 -4.83 4.39
H 6.25 -5.52 3.15
H 4.53 -5.24 2.83
C -8.88 -2.30 2.09
C -7.87 -3.09 1.29
O -6.70 -2.37 1.00
C -5.87 -2.10 2.11
C -4.55 -1.59 1.59
H -9.84 -2.82 2.15
H -8.60 -2.19 3.15
H -8.97 -1.28 1.74
H -7.62 -4.06 1.75
H -8.28 -3.37 0.32
H -6.37 -1.39 2.80
H -5.74 -3.01 2.73
H -4.14 -2.35 0.92
H -3.83 -1.36 2.37
H -4.69 -0.71 0.96
C -4.23 -3.95 -3.54
C -3.12 -3.85 -2.50
O -2.57 -5.04 -2.00
C -3.53 -5.83 -1.29
C -4.00 -5.11 -0.03
H -5.15 -4.45 -3.23
H -4.53 -2.94 -3.81
H -3.88 -4.39 -4.48
H -2.34 -3.29 -3.03
H -3.40 -3.18 -1.68
H -4.35 -6.01 -1.98
H -3.04 -6.77 -1.03
H -4.35 -5.74 0.78
H -4.80 -4.40 -0.25
H -3.18 -4.48 0.32
C 6.96 -2.06 6.57
C 5.53 -2.02 7.11
O 4.60 -2.50 6.14
C 3.85 -1.48 5.50
C 2.74 -2.19 4.75
H 7.65 -1.84 7.39
H 7.20 -3.04 6.17
H 7.07 -1.33 5.77
H 5.43 -2.71 7.95
H 5.27 -1.01 7.41
H 3.40 -0.80 6.23
H 4.48 -0.93 4.79
H 1.94 -2.56 5.40
H 3.10 -2.98 4.10
H 2.24 -1.49 4.07
C -5.44 6.35 2.26
C -4.94 4.95 2.58
O -3.66 4.76 2.00
C -3.10 3.52 2.31
C -1.93 3.24 1.37
H -4.74 7.11 2.61
H -5.57 6.46 1.18
H -6.38 6.52 2.78
H -4.91 4.85 3.67
H -5.63 4.21 2.17
H -2.68 3.45 3.33
H -3.86 2.72 2.35
H -1.54 2.23 1.54
H -1.15 3.86 1.82
H -1.99 3.49 0.32
*
```